A 9-piece molecular cluster, C11H40O9 overall, computed with wB97M-V/def2-TZVPD.

total charge = 0
SMILES = CCO.CCO.CO.CO.CO.CO.CO.CO.CO
energy relative to the best compared isomer or geometry (same formula, charge and spin) = 130.9 kcal/mol
electronic energy = -1120.016927 Eh

Geometry as XYZ:
```
60
C11H40O9 (wB97M-V/def2-TZVPD)
O -17.7760 -8.2320 -15.0460
O -14.9850 -7.6990 -19.0080
O -14.8490 -11.3780 -14.6000
O -11.4240 -10.2890 -19.0730
O -11.4650 -9.6690 -14.9920
O -13.9010 -7.5300 -13.1010
O -14.2750 -14.1850 -12.8090
O -19.2850 -10.2490 -12.4610
O -12.4640 -13.0650 -15.4390
C -19.0610 -8.5030 -15.6080
C -15.2140 -7.7530 -13.5860
C -16.5770 -14.3810 -13.0890
C -15.7930 -10.9920 -15.6060
C -17.9300 -10.6970 -12.3930
C -12.5450 -10.7690 -19.8450
C -15.4970 -13.8250 -12.2020
C -13.7420 -11.1370 -18.9560
C -15.8720 -8.2590 -18.0360
C -12.3740 -9.5150 -15.9880
C -13.1840 -14.3410 -15.5510
H -15.3490 -8.1680 -17.0180
H -17.6010 -14.2140 -12.7380
H -17.9900 -7.9050 -14.2020
H -16.4830 -15.5150 -13.1900
H -13.0930 -14.7610 -16.5770
H -12.1620 -11.6650 -20.4550
H -14.2310 -14.3010 -15.3810
H -18.8800 -8.6600 -16.6730
H -13.8990 -10.2460 -18.3440
H -14.2160 -11.9920 -14.9500
H -10.7660 -10.0750 -15.4890
H -16.6080 -14.0100 -14.1120
H -11.9660 -9.0060 -16.8170
H -12.7380 -9.9220 -20.5110
H -19.7240 -7.6050 -15.5750
H -16.1030 -11.8890 -16.0040
H -14.5850 -11.1220 -19.6210
H -13.2050 -8.9420 -15.6150
H -16.0260 -7.2470 -13.1360
H -12.7610 -10.5040 -16.2550
H -15.4350 -14.1220 -11.1860
H -19.2550 -9.2890 -12.7370
H -13.9320 -6.9640 -12.3100
H -13.6080 -13.4670 -12.5590
H -15.4320 -7.6050 -14.6770
H -13.6530 -12.1240 -18.4590
H -17.7490 -11.5230 -13.0710
H -16.2380 -9.3010 -18.2340
H -12.7630 -15.0800 -14.7720
H -15.2470 -10.3880 -16.4000
H -16.5810 -10.4380 -15.1880
H -17.3680 -9.8500 -12.7060
H -17.7450 -10.8580 -11.3280
H -15.4920 -8.7750 -13.3480
H -11.4370 -9.2900 -19.0520
H -15.3210 -6.8410 -19.2640
H -12.0610 -13.0070 -14.5670
H -15.5770 -12.7260 -12.2410
H -16.7810 -7.7450 -18.0460
H -19.5710 -9.2800 -15.0560
```

These are the Löwdin partial charges, in e, on atoms 1 to 6:
1. O -0.1344
2. O -0.1199
3. O -0.1269
4. O -0.1327
5. O -0.0698
6. O -0.0915

=====

A 11-piece molecular cluster, C11H42FN21O14S overall, computed with wB97M-V/def2-TZVPD.

total charge = 0
SMILES = O=C(O)NS(=O)(=O)F.NC(N)=O.NC(N)=O.NC(N)=O.NC(N)=O.NC(N)=O.NC(N)=O.NC(N)=O.NC(N)=O.NC(N)=O.NC(N)=O
electronic energy = -3146.087971 Eh

Geometry as XYZ:
```
90
C11H42FN21O14S (wB97M-V/def2-TZVPD)
S 4.8286 -2.5570 -2.9779
F 4.6280 -1.3899 -3.9943
O 5.6177 -3.5500 -3.6091
O -9.1013 6.1774 2.6696
O 3.9616 -0.8961 -0.3597
O 0.8452 -2.3966 -0.8183
O 4.0632 -3.2267 5.3631
O 2.6870 -7.5164 0.6365
O 5.4413 0.2896 -1.5315
O -5.8532 5.3675 -0.2163
O 3.3531 3.7443 -5.2468
O -2.1611 -1.2382 -4.8435
O 5.6110 -3.8540 0.7131
O 3.5617 -3.0154 -2.5060
O -0.5144 -0.2410 1.5767
O -2.3001 3.2162 -3.5090
N -7.4768 4.3735 1.0186
N 1.0313 -5.9796 0.3725
N 5.3279 -3.4141 2.9143
N -9.1266 8.1294 3.8165
N -0.1442 -1.9293 -2.8121
N -0.5574 -0.8211 3.7755
N -3.1424 -0.7342 -6.8272
N 7.2645 -2.7819 1.8403
N -9.5101 6.1275 4.8987
N -2.4106 5.1753 -2.3797
N 3.2231 -4.9297 6.5987
N 5.6942 -1.9807 -1.6567
N 2.0837 -2.9291 6.4231
N 3.0626 -5.6801 -0.6494
N 0.1752 -0.2777 -1.2482
N 3.9512 1.8877 -4.0844
N -5.6269 3.1785 0.3163
N 0.2886 -2.2578 2.1649
N 4.5832 3.9767 -3.3537
N -2.8131 0.8897 -5.2175
N -2.6670 3.1712 -1.2695
C 3.9215 3.2356 -4.2962
C -2.4489 3.8199 -2.4566
C -9.2370 6.7723 3.7253
C 5.0080 -0.7648 -1.1711
C 0.3207 -1.5831 -1.5906
C -6.2985 4.3745 0.3389
C -2.6750 -0.4080 -5.5857
C 6.0376 -3.3789 1.7642
C -0.2774 -1.0534 2.4542
C 2.2953 -6.4669 0.1507
C 3.1819 -3.6693 6.0820
H -4.7591 3.1659 -0.1853
H -0.0477 -2.8872 -3.0910
H 5.6496 -3.0391 3.7858
H -2.7813 3.6446 -0.3927
H 4.4228 -3.8438 2.8867
H 0.4254 -6.5258 0.9538
H -3.0490 -1.6891 -7.1173
H -5.9530 2.3439 0.7637
H 7.8139 -2.7468 1.0019
H -2.7024 2.1686 -1.2920
H 5.0558 3.5754 -2.5660
H 4.0167 -5.4964 6.3634
H 2.5103 -5.3120 7.1897
H 0.6942 -5.1177 -0.0201
H 7.6355 -2.3874 2.6830
H 5.5081 -2.7099 -0.9542
H -9.5978 5.1298 4.8638
H 4.4179 1.4625 -3.3074
H 2.7333 -4.8169 -1.0450
H -0.5850 -1.2822 -3.4454
H -7.9946 5.2355 1.0591
H 4.5857 4.9714 -3.4729
H -2.2530 5.6784 -3.2325
H 3.4823 1.3038 -4.7504
H 1.3481 -3.2668 7.0136
H -9.2338 8.6396 4.6717
H -7.8502 3.5663 1.4777
H -9.6257 6.5965 5.7761
H -2.4729 1.1569 -4.3106
H -0.3713 -1.4809 4.5049
H 3.4555 -1.7134 -0.5310
H 0.5036 -2.4382 1.1922
H -2.5417 5.6868 -1.5277
H 3.9994 -5.9791 -0.8449
H 0.4971 -0.0108 -0.3339
H -8.9254 8.6301 2.9712
H -3.5657 -0.0739 -7.4497
H -0.9736 0.0605 4.0083
H 2.0317 -1.9954 6.0603
H -0.2526 0.4102 -1.8380
H -3.2244 1.5977 -5.7943
H 0.5018 -2.9540 2.8532
```

These are the Löwdin partial charges, in e, on atoms 1 to 6:
1. S 0.6133
2. F -0.1009
3. O -0.2264
4. O 0.0177
5. O 0.1470
6. O -0.0382

=====

C11H44BrN22O11Y as an isolated structure, computed with wB97M-V/def2-TZVPD.

total charge = +2
electronic energy = -5090.296390 Eh

Geometry as XYZ:
```
90
C11H44BrN22O11Y (wB97M-V/def2-TZVPD)
Y 0.4746 0.5165 -0.3708
Br 2.7627 -0.6846 -2.3491
O 1.9236 2.3598 -0.8297
O 0.7751 -0.6128 4.3244
O -1.3210 -0.3346 1.0552
O 0.7185 -1.8067 0.2401
O 0.2221 1.4512 -2.6950
O 0.3559 2.0684 1.2607
O 2.3436 0.2682 1.1057
O -1.5223 1.7165 -0.5534
O -0.7348 -0.7796 -1.7656
O 4.5857 -3.6038 -3.6747
O -4.4208 -0.0468 -0.8730
N -1.5541 -1.2756 2.9708
N 3.6403 -5.5909 -3.4952
N 1.4215 -0.4069 6.4638
N -3.4267 2.8047 -1.3481
N -0.4470 3.3439 -3.6223
N -3.1857 -1.3750 1.6173
N -5.9835 1.4001 -1.4872
N 2.1178 -3.5429 -0.0718
N -0.8582 -1.9181 -3.7313
N 1.1814 2.6152 3.3022
N 3.1455 -0.3361 3.0884
N -2.4281 3.5696 0.3765
N -6.1973 -0.6780 -2.0854
N -0.9723 2.4228 3.0455
N 4.5566 -0.0806 1.3953
N 0.5345 -3.6966 1.4529
N 2.3293 -3.8968 -3.4070
N 3.4595 3.7966 -0.2737
N -0.0861 -1.7893 6.0220
N -2.6142 -1.6111 -2.5360
N 2.3189 4.1525 -2.0364
N 0.8351 1.9447 -4.7315
C 0.7499 -0.9116 5.5094
C 0.0457 2.1289 -3.7101
C 3.5908 -4.2895 -3.5088
C -1.3599 -1.4106 -2.6106
C -2.0236 -0.9154 1.8456
C 1.1281 -2.9289 0.5186
C -2.4028 2.5760 -0.4900
C 2.5207 3.4113 -1.0334
C -5.4747 0.2106 -1.3929
C 0.1867 2.3700 2.4519
C 3.2991 0.0160 1.8300
H 4.1381 4.2912 -0.8349
H 2.5170 -4.3829 0.3222
H 4.4610 -6.1712 -3.5941
H -0.0536 -3.2540 2.1446
H 0.0691 -1.5326 -3.8389
H 2.8020 -6.1527 -3.4542
H -1.6557 3.5403 1.0267
H -1.2957 -2.5384 -4.3976
H 1.1251 2.7692 -5.2377
H -5.4781 2.1986 -1.1308
H 2.1377 -2.9274 -3.1980
H 1.7655 3.9288 -2.8512
H 2.6266 -3.0096 -0.7623
H 2.2232 -0.3717 3.4986
H 2.2268 0.1883 6.3317
H -1.0271 2.6985 4.0155
H 1.0416 -4.5226 1.7370
H 1.1927 2.7410 4.3042
H 3.9629 -0.4164 3.6762
H -0.6765 -0.9437 3.3447
H -6.9152 -0.3199 -2.6990
H 1.1567 -0.6416 7.4097
H 2.0966 2.7350 2.8922
H -3.0132 -2.5316 -2.6528
H 2.6811 5.0937 -2.0909
H 3.7119 3.2510 0.5379
H -0.5813 3.6141 -2.6584
H 4.7530 -0.1676 0.4085
H -3.2946 4.0535 0.5637
H -0.2673 -1.7531 7.0149
H -5.7819 -1.5980 -2.1196
H -2.1234 -2.0279 3.3313
H -3.7403 -1.2554 0.7817
H 5.3722 -0.2812 1.9562
H -3.0892 -0.9661 -1.9207
H -0.5877 -2.4500 5.4458
H -3.6537 -1.6987 2.4518
H 1.4960 1.2015 -4.5551
H 1.6428 -4.6320 -3.3158
H -3.3517 2.0841 -2.0518
H -6.8742 1.5838 -1.9265
H -1.8344 2.3217 2.5291
H -4.0102 3.6287 -1.3206
H -0.1051 4.0030 -4.3069
```

These are the Löwdin partial charges, in e, on atoms 1 to 6:
1. Y 1.5268
2. Br -0.0265
3. O -0.0789
4. O -0.0027
5. O -0.0214
6. O -0.0816

=====

It is found that the largest force on an atom values, taken in the order of the records, are 3.63 3.26 7.27 eV/Å.